Entry 1:
Molecular formula: C10H17NO4
Method: DFT, ωB97M-V with the def2-TZVPD basis set

Geometry as XYZ:
```
32
Properties=species:S:1:pos:R:3:forces:R:3
N -0.056386 -0.316776 0.797898 -1.308 3.562 1.373
O -1.266980 -0.186957 0.666937 2.671 -0.717 0.066
O 0.756767 0.486095 1.241399 -1.474 -2.278 -1.165
C -2.839162 -6.778266 -0.273455 -0.135 -0.220 -0.162
C -1.399122 -6.298223 -0.356301 0.078 0.742 0.654
C -0.785225 -6.126724 1.082364 -0.350 -0.342 -0.465
C 0.729560 -6.036464 0.960399 0.073 -0.224 0.448
C 1.154091 -4.864336 0.063445 -0.095 0.905 -0.255
C 0.023227 -4.219607 -0.828515 0.077 0.818 0.461
C -1.356278 -4.741715 -0.411925 0.164 0.261 0.004
C -1.411939 -4.714530 1.130856 0.103 -0.016 -0.101
C 0.049809 -2.616625 -0.736308 -1.710 -2.648 0.942
O 1.027765 -2.009848 -1.334911 1.359 0.793 -1.512
O 0.214334 -4.498636 -2.187190 0.511 0.536 -1.215
C -0.625342 -7.077497 -1.387981 -0.060 -0.459 -0.191
H -3.318584 -6.683223 -1.256083 0.003 -0.001 0.167
H -2.865988 -7.839476 0.006277 -0.034 0.152 -0.014
H -3.434351 -6.215613 0.454950 0.114 -0.146 -0.148
H -1.161513 -6.852744 1.810015 0.380 0.027 0.078
H 1.173157 -5.892794 1.953378 -0.053 -0.084 -0.105
H 1.139745 -6.976248 0.567921 -0.186 0.145 0.128
H 1.540302 -4.050807 0.694304 0.052 -0.263 -0.052
H 1.985201 -5.156201 -0.589170 -0.224 0.096 0.058
H -2.183346 -4.263239 -0.948087 0.258 0.119 -0.154
H -2.435254 -4.702931 1.503734 0.162 0.023 0.092
H -0.826205 -3.929737 1.617672 -0.118 -0.061 0.119
H -0.977506 -2.257215 -1.019346 0.605 0.230 0.281
H 0.252303 -2.313994 0.308473 -0.526 -0.129 0.427
H 0.801887 -3.799299 -2.547398 -0.324 -0.668 0.229
H 0.349803 -6.647085 -1.623737 -0.221 -0.236 0.085
H -0.500690 -8.113279 -1.045080 0.023 0.092 -0.084
H -1.207647 -7.105727 -2.315664 0.186 -0.010 0.010
```
Positions in Å, forces in eV/Å.

The calculation puts the LUMO energy (spin up / spin down) at -2.61 / -2.00 eV. Its largest force on an atom is 4.04 eV/A. The frontier orbital gap (spin up / spin down) is 6.964 / 7.473 eV. As for the HOMO energy (spin up / spin down): -0.3520 / -0.3480 Ha. The relative energy (zero: lowest compared OMol25 entry of this formula, charge and spin) is 539.40 kJ/mol.

Entry 2:
Molecular formula: C10H17NOS
Method: DFT, ωB97M-V with the def2-TZVPD basis set

Geometry as XYZ:
```
30
Properties=species:S:1:pos:R:3:forces:R:3
C 2.698954 -0.581208 0.021824 -1.900 -2.804 -1.647
C 1.932419 -2.004140 0.149902 1.588 1.664 -0.037
C 2.179821 0.130131 -1.200782 -0.163 1.185 0.516
C -0.575498 -1.359868 1.178546 0.822 -0.799 -1.772
C 0.057523 1.233414 -0.023319 -0.090 -3.266 1.147
C 0.462120 -1.875916 0.044063 -3.502 0.103 -0.087
C 0.685627 0.294904 -1.168195 -1.542 1.794 0.434
C -1.064198 -0.366380 0.122361 2.150 2.644 -1.643
C -0.315674 2.685048 -0.212167 1.101 -0.405 -0.286
C -3.356812 0.935782 0.857259 1.576 0.877 -3.098
N -0.112571 -0.853107 -0.890971 0.170 -1.303 -0.034
O -3.368110 -1.553231 -0.323703 -0.598 -1.141 -0.117
S -2.742862 -0.247772 -0.532166 0.732 0.907 2.183
H 2.419708 -0.015460 0.857382 -0.434 0.886 1.376
H 3.751767 -0.707907 0.082807 0.936 -0.246 -0.286
H 2.230969 -2.726754 -0.624043 0.441 0.319 0.362
H 2.253635 -2.290762 1.137131 -0.180 -0.994 0.322
H 2.545087 1.143376 -1.117884 0.345 0.573 -0.442
H 2.394204 -0.209231 -2.196581 0.813 -0.759 -0.206
H -1.241579 -2.192906 1.392162 -0.236 0.416 0.533
H -0.099644 -0.889246 1.998614 0.160 0.312 1.182
H 0.510477 1.032080 0.982145 0.191 0.351 -0.988
H -0.068043 -2.757588 -0.369103 1.077 -0.285 0.635
H 0.348217 0.614488 -2.171503 0.247 0.603 0.376
H -1.008478 2.587168 -1.057519 -0.831 1.134 0.757
H 0.516636 3.325646 -0.653256 -0.555 -1.007 0.702
H -0.529487 3.089920 0.818996 -0.727 0.005 -1.596
H -3.721745 1.622150 0.061527 0.211 0.693 1.282
H -2.565899 1.355250 1.513034 -0.620 -0.366 -0.574
H -4.216570 0.582112 1.323425 -1.184 -1.090 1.003
```
Positions in Å, forces in eV/Å.

The calculation puts the LUMO energy at 0.79 eV. Its largest force on an atom is 3.78 eV/A. The frontier orbital gap is 8.700 eV. As for the HOMO energy: -0.2906 Ha. The relative energy (zero: lowest compared OMol25 entry of this formula, charge and spin) is 468.83 kJ/mol.

Entry 3:
Molecular formula: C10H17NOS
Method: DFT, ωB97M-V with the def2-TZVPD basis set

Geometry as XYZ:
```
30
Properties=species:S:1:pos:R:3:forces:R:3
C 1.282922 -2.919115 1.957473 0.883 -1.223 0.373
O 0.929896 -2.486060 0.663454 -0.522 -0.395 1.074
C -0.486896 -2.398047 0.472763 0.853 -0.088 -1.884
C -0.881391 -0.911138 0.371640 2.448 -0.644 0.815
C -0.839702 -0.171936 1.700401 0.691 0.003 0.587
N 0.058966 -0.238666 -0.527260 0.912 2.004 -2.445
C 0.219860 1.192649 -0.886005 -2.129 -0.755 0.535
C -0.929873 2.135797 -1.007285 -1.880 -3.342 0.750
C -2.408919 1.623207 -0.872169 1.249 -0.712 1.414
C -0.632729 3.321602 -1.487732 0.907 2.668 -0.639
S 1.137910 3.474597 -1.656791 -1.050 -0.293 -0.512
C 1.380439 1.774927 -1.307879 -0.567 0.008 0.296
C 2.711263 1.112744 -1.452401 -0.455 -0.657 -2.944
H 0.558709 -2.617708 2.724532 0.449 0.628 -0.044
H 2.353563 -2.601218 2.157520 -1.447 -0.280 -0.007
H 1.216726 -4.040798 2.032087 0.389 0.691 -0.278
H -0.575857 -2.811147 -0.589987 -0.522 0.227 1.447
H -1.156288 -2.958332 1.216744 1.192 0.695 -0.928
H -1.848808 -1.120286 -0.014696 -1.253 1.143 -0.579
H -0.778274 -0.801200 2.591756 0.099 -0.266 -0.184
H -1.806570 0.268319 1.768004 -0.441 1.339 0.466
H 0.058749 0.528182 1.735170 -1.598 -0.644 -0.032
H 1.016433 -0.576521 -0.566192 -0.727 -0.823 0.603
H -2.945861 1.727038 0.121622 1.039 0.140 -0.911
H -2.400820 0.553903 -1.095500 -0.004 0.104 0.056
H -3.043106 2.035678 -1.604610 -0.625 0.897 -0.919
H -1.373531 4.140089 -1.778458 1.466 -1.194 0.596
H 2.576539 0.014205 -1.539268 0.223 0.563 0.541
H 3.255049 1.338001 -2.434838 -0.937 0.115 1.184
H 3.351601 1.411233 -0.692092 1.357 0.090 1.571
```
Positions in Å, forces in eV/Å.

Its structure (SMILES) is COC[C@@H](C)Nc1c(C)csc1C. The calculation puts the LUMO energy at 0.85 eV. Its largest force on an atom is 3.91 eV/A. The frontier orbital gap is 8.265 eV. As for the HOMO energy: -0.2723 Ha. The relative energy (zero: lowest compared OMol25 entry of this formula, charge and spin) is 216.09 kJ/mol.

Entry 4:
Molecular formula: C10H17NOSr
Method: DFT, ωB97M-V with the def2-TZVPD basis set

Geometry as XYZ:
```
30
Properties=species:S:1:pos:R:3:forces:R:3
C -1.047974 -2.059696 -0.535963 -1.212 -1.791 0.571
C -2.086396 -1.178340 -0.121137 -1.343 -1.669 0.481
C -1.875596 -0.868344 1.252592 -1.158 -1.689 0.588
C -0.702256 -1.546874 1.683381 -1.226 -1.735 0.624
C -0.186665 -2.281389 0.576295 -1.246 -2.041 0.625
Sr 0.000000 0.000000 0.000000 -0.854 6.012 9.065
N 1.459378 -0.022909 -1.142193 8.069 -1.568 -6.631
C 0.735977 0.816420 -2.166959 0.550 0.047 -0.231
C -0.675485 1.149117 -1.621348 -1.908 2.853 -4.709
H -2.486675 -0.194773 1.856547 0.287 -0.112 -0.228
H -2.898812 -0.804049 -0.744412 0.378 -0.051 0.193
H -0.253649 -1.489483 2.676355 -0.072 0.079 -0.330
H 0.719708 -2.890174 0.575991 -0.265 0.331 -0.040
H -0.907830 -2.458452 -1.542428 0.033 0.261 0.343
H -1.480901 0.798722 -2.282674 0.049 0.207 -0.243
H 1.321100 1.737980 -2.362540 -0.199 -0.206 -0.009
H 2.328403 -0.428144 -1.490857 0.162 0.437 -0.815
H -0.804468 2.212394 -1.368987 0.060 -0.205 -0.081
H 0.654177 0.248464 -3.114761 -0.016 0.244 0.068
C 3.229101 1.600182 1.868833 0.589 -0.417 0.305
C 1.728292 1.853287 1.972901 -0.923 0.996 -2.645
C 1.420632 3.015532 2.914978 -0.095 0.175 0.769
O 1.208800 2.137359 0.708373 0.288 0.239 1.684
H 3.747475 2.497531 1.467388 -0.351 -0.416 0.159
H 3.417825 0.743133 1.188447 -0.172 0.556 0.287
H 3.646858 1.356420 2.869081 0.123 0.056 -0.241
H 1.233154 0.941571 2.370472 0.178 -0.246 0.534
H 1.890352 3.951590 2.543056 -0.231 -0.519 0.091
H 0.322096 3.168468 2.975976 0.613 -0.069 -0.106
H 1.803575 2.797628 3.934587 -0.108 0.241 -0.077
```
Positions in Å, forces in eV/Å.

Its total charge is -2. The calculation puts the LUMO energy at 5.25 eV. Its largest force on an atom is 10.91 eV/A. The frontier orbital gap is 3.545 eV. As for the HOMO energy: 0.0627 Ha. The relative energy (zero: lowest compared OMol25 entry of this formula, charge and spin) is 566.64 kJ/mol.

Entry 5:
Molecular formula: C10H17O2S
Method: DFT, ωB97M-V with the def2-TZVPD basis set

Geometry as XYZ:
```
30
Properties=species:S:1:pos:R:3:forces:R:3
C 0.076640 -1.879847 1.199968 -0.143 1.000 -1.174
C -1.318805 0.123211 0.248074 -1.013 -1.320 1.551
C 0.033614 -0.490649 0.434466 -0.737 0.980 0.685
C -0.534118 0.706779 1.417434 1.095 -1.330 -0.710
C 0.111833 2.083275 1.339016 3.717 -1.649 -1.223
C -0.300787 -0.959210 -2.759066 1.257 -1.920 1.434
C 2.256944 -1.117299 -2.765836 0.635 3.094 0.187
C -2.052404 1.769476 3.507529 1.487 -0.601 -0.738
C 1.051463 -0.259591 -0.709893 -1.294 -0.155 -0.093
C 0.965765 -1.224321 -1.918105 -0.249 -1.255 -0.869
O -0.131645 -1.753698 2.421512 0.434 -1.267 0.152
O 0.257533 -2.895774 0.506850 0.107 0.015 0.293
S -1.016465 0.164931 3.105494 -0.480 2.243 -0.214
H -1.488937 0.687704 -0.625930 -0.020 0.856 -0.912
H -2.184877 -0.550217 0.473895 0.670 0.835 0.063
H 0.990744 2.346317 2.077227 -0.950 -1.653 -1.286
H -0.446288 2.868901 1.679310 -2.411 2.050 -0.231
H 0.544871 2.147915 0.258433 -0.916 0.655 1.928
H -0.416934 -1.752504 -3.498532 -0.117 0.230 -0.170
H -0.210336 -0.007424 -3.170405 -0.353 1.745 -0.954
H -1.044815 -1.052173 -1.994534 -1.122 0.215 -0.161
H 2.604263 -1.863133 -3.419326 -0.166 -1.984 -0.374
H 3.108514 -0.901147 -2.068089 -0.519 -0.091 -0.692
H 2.255747 -0.264483 -3.571861 -0.345 -0.730 1.775
H -1.654435 2.798170 3.447294 0.400 -0.574 0.002
H -2.318770 1.575494 4.519004 -0.585 -0.077 0.820
H -2.875777 1.714407 2.835460 -0.984 0.031 -0.292
H 0.966422 0.770544 -1.175885 0.483 -0.811 0.938
H 1.960335 -0.510795 -0.225046 1.508 0.583 0.121
H 0.810706 -2.274860 -1.568458 0.610 0.886 0.145
```
Positions in Å, forces in eV/Å.

Its total charge is -1. The calculation puts the LUMO energy at 3.37 eV. Its largest force on an atom is 4.25 eV/A. The frontier orbital gap is 7.605 eV. As for the HOMO energy: -0.1556 Ha. The relative energy (zero: lowest compared OMol25 entry of this formula, charge and spin) is 58.97 kJ/mol.

Entry 6:
Molecular formula: C10H17P
Method: DFT, ωB97M-V with the def2-TZVPD basis set

Geometry as XYZ:
```
28
Properties=species:S:1:pos:R:3:forces:R:3
C -2.540163 -0.221240 -0.052208 -2.304 -1.796 -1.301
C -3.252897 0.918728 -0.087953 -0.986 0.430 1.041
C -1.118925 -0.154626 -0.214717 -0.101 0.471 -0.212
C -0.709906 1.093473 -0.237181 0.285 1.796 1.034
C -0.568095 -2.169352 1.054063 1.995 0.244 -1.903
C -0.833175 -2.345813 -1.506883 1.168 1.808 1.824
C 2.409349 1.737631 1.669759 0.257 0.961 1.262
C 2.653405 1.144505 -0.704789 -3.648 -2.628 -2.009
C -0.361604 -1.376261 -0.322044 2.810 -2.093 -0.018
C 2.076832 2.053180 0.256193 -1.780 1.770 -0.196
P -2.060674 2.307645 0.125785 0.725 -0.521 -1.603
H -3.023276 -1.247515 -0.181278 0.424 1.483 0.599
H -4.381481 0.960234 0.060482 1.751 0.041 -0.395
H -0.044204 -3.104103 0.923779 0.131 -0.468 0.228
H -1.586041 -2.364857 1.074145 -2.016 -0.592 0.279
H -0.291191 -1.753585 2.012905 0.325 0.700 -0.132
H -1.860865 -2.589875 -1.474482 -1.160 -0.081 0.013
H -0.275157 -3.237074 -1.461599 0.704 -1.258 0.274
H -0.553033 -1.889151 -2.418095 -0.104 0.619 -1.143
H 2.053033 2.580886 2.298922 -0.089 -0.837 0.027
H 3.523341 1.744278 1.865878 -0.802 -0.176 -0.481
H 2.040688 0.733968 2.048167 0.182 1.168 -0.551
H 2.529041 0.137398 -0.160035 0.613 0.974 -1.344
H 3.670654 1.347228 -0.856366 1.646 0.109 -0.632
H 1.981946 1.089847 -1.750473 2.162 0.165 2.654
H 0.781649 -1.096727 -0.569132 -2.495 -0.789 0.856
H 1.603948 3.043911 -0.108856 0.977 -1.726 1.061
H -1.863201 2.657279 -1.283985 -0.671 0.228 0.767
```
Positions in Å, forces in eV/Å.

The calculation puts the LUMO energy (spin up / spin down) at 0.66 / -0.50 eV. Its largest force on an atom is 4.92 eV/A. The frontier orbital gap (spin up / spin down) is 9.361 / 6.993 eV. As for the HOMO energy (spin up / spin down): -0.3197 / -0.2755 Ha. The relative energy (zero: lowest compared OMol25 entry of this formula, charge and spin) is 487.42 kJ/mol.